Record 1
C2H4N2O2 as an isolated structure in a non-equilibrium geometry. Source: OMol25; level of theory: ωB97M-V/def2-TZVPD.

Summary:
Relative energy (zero: lowest compared OMol25 entry of this formula, charge and spin) ... 10.6442 eV
Spin multiplicity ... 1
Calculated total energy ... -9204.5786 eV
HOMO level (spin up / spin down) ... -9.068 / -9.280 eV

Last column: natural (NBO) charge in e.
Atoms and positions in Å:
C  1.17463  1.00920  1.38741  -0.530
C  -0.41306  -0.08938  -0.52538  0.425
N  -1.08509  -0.36662  0.40744  -0.654
N  -0.40746  -0.62102  -1.89983  0.456
O  -0.08750  -1.77561  -1.87136  -0.346
O  -0.60516  0.05903  -2.88609  -0.343
H  1.10220  2.14720  1.48260  0.187
H  2.13390  0.43350  1.58286  0.174
H  0.10967  0.18588  1.75217  0.219
H  -1.92214  -0.98218  0.57017  0.412



Record 2
C26H36ClIOP2RuSb as an isolated structure in a non-equilibrium geometry. Source: OMol25; level of theory: ωB97M-V/def2-TZVPD.

Summary:
Expectation value of S² ... 8.809
Relative energy (zero: lowest compared OMol25 entry of this formula, charge and spin) ... 0.3219 eV
Spin multiplicity ... 6
Net charge ... +2
Calculated total energy ... -77894.9380 eV
HOMO level (spin up / spin down) ... -13.217 / -13.515 eV

Last column: Mulliken spin population.
Atoms and positions in Å:
C  0.07904  0.57534  -5.61001  -0.032
C  0.14636  0.98285  -4.18532  -0.048
H  0.05767  1.47639  -6.23336  0.014
H  -0.82164  -0.01127  -5.82215  -0.001
H  0.94932  -0.02473  -5.90667  0.000
O  0.23719  2.12363  -3.76303  -0.024
I  -0.04477  -3.20337  -4.10531  0.329
Ru  0.08107  -0.67065  -3.11539  2.460
P  2.16017  -0.11046  -2.12299  0.093
C  2.84619  1.14154  -0.91701  0.061
C  3.24542  -1.53747  -1.61117  0.029
H  4.30630  -1.26274  -1.68951  0.000
H  4.11221  0.67220  -3.37245  -0.001
H  3.03350  -2.37323  -2.28633  -0.002
H  3.04813  -0.41028  -4.33011  0.000
H  2.60633  0.92850  0.13451  -0.022
H  3.03484  -1.86256  -0.58586  0.008
C  3.07700  0.41499  -3.61463  0.011
H  3.94550  1.19308  -0.97595  0.010
H  2.58961  1.29789  -4.03668  -0.001
H  2.46525  2.14293  -1.14612  0.002
P  -1.93457  0.01324  -2.09415  0.092
C  -2.64507  1.34139  -0.95378  0.043
C  -2.85314  0.55282  -3.58601  0.008
H  -2.50116  -2.31996  -1.87606  -0.007
H  -3.98423  -1.31702  -1.91537  0.007
H  -3.02292  -1.45089  -0.41522  -0.005
C  -2.96549  -1.40013  -1.51026  0.036
H  -2.81420  -0.25536  -4.32117  0.000
H  -3.89350  0.79494  -3.34462  -0.002
H  -3.74901  1.33289  -0.96581  0.005
H  -2.31516  2.33591  -1.28919  0.003
H  -2.36735  1.44880  -3.98672  -0.001
H  -2.33601  1.24392  0.09722  -0.006
Cl  0.30337  -2.42565  -0.87017  0.370
C  -0.58987  4.23750  2.70951  0.003
C  0.10572  4.10150  1.50307  0.028
C  0.21968  2.82923  0.90636  -0.070
C  -0.33876  1.74086  1.56054  0.337
C  -1.02721  1.85468  2.76349  -0.019
C  -1.15451  3.12628  3.35260  0.018
Sb  0.06784  -0.31672  0.68858  0.299
C  1.46975  -0.62354  2.35793  0.320
C  2.84338  -0.75086  2.15338  -0.051
C  3.70166  -0.81648  3.26207  0.227
C  3.17589  -0.75196  4.55946  0.215
C  1.80227  -0.62913  4.75604  -0.040
C  0.94429  -0.58871  3.65057  0.184
C  -1.37199  -1.54212  1.70563  0.035
C  -0.92776  -2.82723  2.00458  0.044
C  -1.78624  -3.74455  2.61102  0.001
C  -3.08086  -3.34279  2.97126  0.009
C  -3.49586  -2.02297  2.74309  0.023
C  -2.64473  -1.11236  2.10586  -0.012
H  -0.70451  5.23469  3.15955  0.001
H  0.56419  4.96711  1.00774  0.002
H  0.73016  2.71773  -0.04316  0.022
H  -1.46441  0.99193  3.25997  0.002
H  -1.68607  3.22243  4.29833  0.002
H  3.26201  -0.79903  1.14427  -0.007
H  4.77173  -0.91539  3.09414  -0.001
H  3.84540  -0.80065  5.41576  0.000
H  1.37346  -0.56314  5.75578  0.003
H  -0.13275  -0.53065  3.81887  0.012
H  0.09095  -3.14404  1.77220  -0.015
H  -1.42819  -4.75360  2.80573  0.000
H  -3.75748  -4.05861  3.44482  0.000
H  -4.48137  -1.68356  3.06938  0.001
H  -2.97200  -0.08329  1.95838  -0.003



Question: Among the records above, which one has the highest relative energy (zero: lowest compared OMol25 entry of this formula, charge and spin)?
Answer: C2H4N2O2